{
  "formula": "C22H66O22",
  "method": "wB97M-V/def2-TZVPD",
  "elements": ["C", "C", "O", "O", "H", "H", "H", "H", "H", "H", "C", "C", "O", "O", "H", "H", "H", "H", "H", "H", "C", "C", "O", "O", "H", "H", "H", "H", "H", "H", "C", "C", "O", "O", "H", "H", "H", "H", "H", "H", "C", "C", "O", "O", "H", "H", "H", "H", "H", "H", "C", "C", "O", "O", "H", "H", "H", "H", "H", "H", "C", "C", "O", "O", "H", "H", "H", "H", "H", "H", "C", "C", "O", "O", "H", "H", "H", "H", "H", "H", "C", "C", "O", "O", "H", "H", "H", "H", "H", "H", "C", "C", "O", "O", "H", "H", "H", "H", "H", "H", "C", "C", "O", "O", "H", "H", "H", "H", "H", "H"],
  "positions_angstrom": [[-0.13017, -2.31610, 4.71342], [-0.87939, -1.11228, 5.15151], [0.04123, -0.01304, 5.01348], [-0.02736, -2.18532, 3.27948], [-0.71834, -3.19626, 4.97321], [0.80593, -2.39629, 5.26604], [-1.05950, -1.26798, 6.21519], [-1.85505, -1.06757, 4.66759], [-0.36888, 0.66697, 4.47406], [0.11132, -1.24979, 3.11470], [-1.68223, 2.65333, 5.11730], [-3.17408, 2.34486, 5.42172], [-4.00167, 2.92825, 4.45066], [-1.17288, 1.96706, 3.93206], [-1.07795, 2.35045, 5.97241], [-1.54497, 3.72563, 4.97791], [-3.42962, 3.01320, 6.24398], [-3.50399, 1.31352, 5.54661], [-4.19123, 2.26191, 3.78610], [-1.51897, 2.39755, 3.14689], [0.86289, -4.45121, -1.13519], [0.84378, -4.00126, 0.36696], [-0.51092, -3.84848, 0.86013], [0.19242, -3.38944, -1.87161], [0.32099, -5.35630, -1.40952], [1.89809, -4.68271, -1.38592], [1.34361, -3.03337, 0.40517], [1.37690, -4.77913, 0.91359], [-0.39092, -3.27425, 1.62004], [-0.52618, -3.05211, -1.33177], [-2.67259, -0.15727, -5.35530], [-1.87619, -0.69460, -4.14409], [-0.66116, 0.04436, -3.96265], [-2.00007, -0.41855, -6.56932], [-2.78621, 0.92376, -5.27432], [-3.68851, -0.53317, -5.47661], [-1.59211, -1.74407, -4.22171], [-2.44496, -0.58355, -3.22090], [-0.05951, -0.27132, -4.64087], [-2.72493, -0.45516, -7.19767], [3.41286, -1.23060, 4.46863], [3.61613, -2.43663, 3.53671], [4.83682, -3.09778, 3.56793], [4.53288, -0.44344, 4.70148], [3.22719, -1.62590, 5.46731], [2.53748, -0.70440, 4.08792], [3.48239, -2.21424, 2.47807], [2.85101, -3.21234, 3.56769], [4.82883, -3.70114, 2.82127], [5.13326, -0.97440, 5.22990], [-4.29320, 2.05558, -2.91776], [-4.72931, 3.05925, -1.83143], [-6.20003, 3.21504, -1.75193], [-4.70860, 0.72188, -2.64299], [-3.20844, 2.05343, -3.02452], [-4.69233, 2.33725, -3.89216], [-4.21455, 4.01376, -1.94105], [-4.35583, 2.75346, -0.85413], [-6.34608, 3.51913, -0.85314], [-5.58541, 0.61838, -3.01995], [2.62038, -2.69279, -4.30545], [2.80031, -1.72732, -3.12150], [3.26112, -0.50445, -3.54983], [3.68349, -2.78232, -5.21680], [1.74030, -2.39814, -4.87706], [2.43969, -3.72265, -3.99747], [3.59693, -2.07469, -2.46360], [1.82043, -1.51884, -2.69200], [2.74126, -0.09645, -4.24616], [3.42439, -3.20215, -6.04033], [1.55697, 2.80150, -3.35026], [2.49997, 4.02832, -3.67940], [3.82480, 4.02484, -3.12902], [1.45512, 2.86086, -1.94866], [1.90314, 1.83307, -3.71140], [0.57554, 3.02767, -3.76709], [2.02808, 4.94543, -3.32681], [2.53741, 4.02774, -4.76875], [3.89873, 3.33878, -2.46159], [0.90910, 2.10597, -1.71714], [-3.77883, -0.13580, 0.52915], [-3.79330, -0.33009, 2.05085], [-4.58878, 0.55819, 2.73189], [-5.03662, -0.36158, -0.06783], [-3.03800, -0.76905, 0.04103], [-3.36312, 0.84937, 0.31769], [-2.77236, -0.22497, 2.41792], [-4.11129, -1.36092, 2.20697], [-5.47970, 0.50727, 2.37794], [-4.89273, 0.05153, -0.92237], [0.12564, 0.92823, 0.96969], [0.05615, 0.25103, -0.43445], [-0.74605, 1.10016, -1.31303], [1.06706, 0.20688, 1.78880], [-0.82615, 0.94129, 1.50077], [0.39156, 1.98385, 0.91456], [-0.39846, -0.73847, -0.48283], [1.02810, 0.16277, -0.91988], [-0.88630, 0.64815, -2.14825], [1.92988, 0.60147, 1.64243], [4.59921, 1.57064, 0.57782], [4.33559, 0.66540, -0.57037], [5.01597, 0.85127, -1.82263], [3.62663, 1.37938, 1.59920], [4.52426, 2.58498, 0.18590], [5.65263, 1.39812, 0.79840], [3.28739, 0.83593, -0.81595], [4.47435, -0.36161, -0.23258], [4.48582, 0.46449, -2.52331], [4.14254, 1.70106, 2.34214]],
  "total_energy_ha": -2532.49156,
  "multiplicity": 2,
  "charge": 1,
  "e_homo_ha": [-0.42187, -0.42187],
  "s2": 0.75,
  "relative_energy_kj_mol": 127.9,
  "gap_ev": [9.3, 2.1]
}